238
Properties=species:S:1:pos:R:3:forces:R:3 method="wB97M-V/def2-TZVPD" e_lumo_ev=0.501 homo_energy_ev=-8.140 orbital_gap_ev=8.64 max_force_ev_per_a=2.228 e_above_lowest_kcal_mol=98.3
C 0.483 2.518 -4.170 -0.001 -0.782 -0.124
C -0.383 2.293 -5.415 0.276 -0.055 0.499
C 0.243 2.806 -6.703 -0.136 -0.167 0.308
O -0.636 2.614 -7.802 0.473 0.528 0.178
C -1.600 3.628 -7.996 -0.609 -0.472 -0.791
N -0.503 0.844 -5.584 -0.767 -0.628 -0.634
H -0.009 2.015 -3.338 -0.203 0.383 0.107
H 0.726 3.541 -3.889 -0.134 0.103 -0.158
H 1.392 1.916 -4.247 0.200 0.293 -0.369
H -1.358 2.777 -5.271 -0.049 0.090 -0.032
H 1.121 2.187 -6.895 0.067 0.057 -0.110
H 0.561 3.849 -6.615 -0.094 0.102 -0.051
H -1.340 4.640 -7.681 0.427 -0.151 0.268
H -2.565 3.353 -7.559 0.051 0.059 0.293
H -1.764 3.654 -9.075 -0.049 0.160 0.001
H -0.888 0.692 -6.518 0.425 0.089 -0.178
H -1.274 0.428 -5.062 0.141 0.472 0.547
C 5.096 4.027 -4.112 -0.901 -0.640 -0.711
C 5.075 5.522 -3.919 0.247 1.084 0.617
C 6.092 5.894 -2.801 -1.479 -0.313 0.042
O 5.750 5.346 -1.532 0.901 -0.563 -0.547
C 4.557 5.852 -0.997 0.034 0.066 0.148
N 5.457 6.243 -5.137 0.331 -0.589 -0.130
H 4.341 3.723 -4.845 -0.040 0.231 -0.062
H 4.817 3.487 -3.207 0.471 0.103 0.150
H 6.026 3.643 -4.535 0.239 0.191 0.335
H 4.071 5.844 -3.632 -0.023 -0.042 -0.097
H 6.186 6.968 -2.619 0.120 0.190 -0.648
H 6.992 5.450 -3.233 0.526 0.102 0.927
H 4.534 6.950 -0.974 0.103 0.006 -0.033
H 4.527 5.482 0.026 -0.325 0.036 -0.049
H 3.680 5.518 -1.564 -0.059 -0.071 0.205
H 5.120 7.193 -5.191 -0.102 0.015 0.284
H 6.473 6.284 -5.125 -0.039 0.157 -0.438
C 3.178 -4.563 -2.623 0.595 -0.349 0.347
C 2.857 -4.933 -1.177 -0.951 0.896 -0.914
C 2.287 -6.354 -1.105 -0.400 -0.740 0.908
O 0.863 -6.378 -1.041 -0.328 0.710 -0.776
C 0.324 -7.686 -1.101 0.543 0.597 0.556
N 3.992 -4.673 -0.338 0.128 -1.217 0.359
H 2.318 -4.782 -3.255 0.040 0.278 -0.133
H 4.048 -5.138 -2.953 -0.086 -0.092 -0.118
H 3.482 -3.514 -2.653 -0.296 0.081 -0.263
H 2.027 -4.244 -0.944 -0.225 -0.299 0.286
H 2.599 -6.843 -0.167 0.592 -0.049 -0.325
H 2.510 -6.979 -1.980 0.759 0.145 0.162
H 0.454 -8.082 -0.087 -0.259 -0.653 -0.226
H 0.842 -8.301 -1.843 0.020 -0.078 0.059
H -0.727 -7.612 -1.374 -0.035 0.021 0.139
H 4.522 -3.852 -0.603 -0.003 -0.093 0.023
H 3.758 -4.660 0.651 0.134 0.275 -0.621
C 3.524 2.967 1.638 0.338 0.637 1.370
C 3.536 1.566 2.279 -1.233 0.301 -0.903
C 4.916 1.049 2.623 0.503 0.893 -0.394
O 5.685 2.095 3.206 -0.009 -0.137 1.007
C 6.930 1.593 3.623 1.119 -0.243 -1.260
N 2.582 1.427 3.374 -0.017 -0.015 1.084
H 2.540 3.427 1.563 -0.385 -0.795 -0.653
H 4.072 3.021 0.701 0.013 0.123 0.001
H 3.910 3.694 2.363 0.805 -0.211 -0.170
H 3.132 0.896 1.512 0.258 -0.180 -0.094
H 5.463 0.779 1.711 -0.268 -0.283 -0.165
H 4.873 0.166 3.266 -0.100 0.059 0.146
H 6.861 0.717 4.269 -0.137 0.124 0.273
H 7.637 2.330 4.003 -0.839 0.443 0.640
H 7.514 1.291 2.735 -0.298 -0.477 -0.133
H 1.737 1.975 3.255 0.000 -0.117 -0.493
H 2.926 1.756 4.271 0.429 -0.070 -0.156
C 1.023 -4.626 2.185 0.732 0.297 -1.578
C 1.930 -4.897 3.358 0.468 0.299 1.793
C 3.464 -4.645 3.161 -0.403 -0.478 -0.996
O 3.704 -3.598 2.238 0.702 0.483 0.900
C 3.477 -2.309 2.725 -1.282 1.417 -0.081
N 1.488 -4.153 4.549 -0.670 -0.272 0.681
H 1.581 -4.027 1.456 -0.064 -0.136 -0.146
H 0.116 -4.052 2.336 0.009 -0.143 0.656
H 0.735 -5.544 1.673 0.047 -0.060 -0.006
H 1.808 -5.934 3.685 0.133 -0.068 -0.233
H 4.022 -5.484 2.729 -0.450 -0.192 -0.060
H 3.935 -4.480 4.135 -0.149 0.344 0.017
H 3.721 -1.554 1.974 0.543 -0.380 -0.190
H 3.941 -2.005 3.670 0.509 -0.603 -0.017
H 2.415 -2.071 2.885 -0.176 -0.452 0.027
H 1.925 -4.551 5.371 -0.096 0.069 0.083
H 1.656 -3.158 4.595 0.170 0.063 -0.465
C -0.559 5.158 -1.750 0.198 0.864 -0.045
C 0.440 5.049 -0.612 0.188 -0.567 -0.066
C 0.650 6.335 0.156 1.181 0.431 -0.806
O 1.911 6.308 0.886 -1.637 -0.464 1.023
C 1.832 7.301 1.888 0.841 1.055 0.142
N 0.091 3.933 0.288 1.249 0.107 0.030
H -0.828 4.201 -2.188 0.096 -0.140 0.166
H -0.002 5.732 -2.497 -0.592 0.118 -0.323
H -1.478 5.676 -1.471 -0.007 -0.018 -0.019
H 1.390 4.918 -1.152 0.261 -0.484 0.438
H -0.201 6.620 0.777 0.034 -0.182 0.215
H 0.895 7.141 -0.545 -0.935 0.086 -0.347
H 1.205 7.157 2.774 -0.178 -0.942 -0.209
H 1.457 8.252 1.489 0.132 0.012 -0.330
H 2.843 7.493 2.246 0.052 -0.104 -0.007
H 0.450 3.069 -0.146 -0.313 0.480 -0.092
H 0.747 4.008 1.065 -0.313 0.127 0.272
C -0.239 -1.018 0.358 -0.318 -0.511 0.591
C -0.029 0.364 -0.281 -0.962 -0.602 -0.342
C 1.371 0.487 -0.882 0.966 0.628 1.907
O 1.648 1.882 -1.131 -0.244 -0.575 -1.163
C 2.908 2.108 -1.777 -0.188 -0.590 1.043
N -1.147 0.604 -1.257 1.568 -0.760 -0.755
H -0.073 -1.126 1.435 0.577 0.676 -0.004
H 0.351 -1.822 -0.085 0.067 0.189 -0.314
H -1.277 -1.362 0.324 -0.067 0.264 -0.595
H -0.207 1.157 0.447 0.545 -0.062 0.304
H 1.676 -0.244 -1.639 -0.735 0.479 -0.885
H 2.078 0.187 -0.093 -0.093 0.003 0.298
H 3.682 1.870 -1.041 0.248 -0.162 -0.256
H 3.051 3.157 -2.029 -0.520 0.000 -0.101
H 3.005 1.455 -2.645 0.091 0.165 -0.151
H -0.786 1.349 -1.855 -0.474 0.386 0.213
H -1.085 -0.177 -1.917 -0.311 -0.169 0.175
C -5.730 1.398 -2.032 0.524 0.679 -0.131
C -4.963 0.561 -3.073 -0.421 0.873 1.762
C -4.102 1.438 -3.974 -0.777 -0.852 -0.303
O -3.672 0.681 -5.105 0.472 -0.182 -0.320
C -4.618 0.739 -6.168 0.214 -0.137 0.380
N -4.201 -0.439 -2.299 -0.112 -0.302 -1.196
H -5.094 1.807 -1.240 0.279 -0.574 0.099
H -6.503 0.757 -1.615 -0.174 0.344 0.186
H -6.105 2.338 -2.448 -0.587 -0.366 -0.299
H -5.775 0.081 -3.623 0.423 -0.353 -0.390
H -3.239 1.751 -3.385 0.093 0.302 -0.271
H -4.709 2.265 -4.355 0.274 0.363 0.297
H -5.617 0.614 -5.749 -0.207 0.241 -0.259
H -4.464 -0.069 -6.880 0.309 -0.142 0.198
H -4.501 1.676 -6.716 -0.277 0.177 0.075
H -3.454 0.024 -1.788 -0.045 0.159 0.077
H -3.739 -1.017 -3.000 0.105 -0.205 0.252
C -2.111 -5.816 3.467 -0.862 -0.358 0.440
C -2.513 -4.594 4.280 0.321 0.631 0.844
C -2.473 -4.815 5.805 -0.039 -0.575 0.258
O -3.200 -5.958 6.238 0.186 -0.703 -0.764
C -4.591 -5.861 6.100 -0.906 0.975 0.709
N -1.713 -3.390 4.053 0.498 0.124 -0.184
H -2.598 -6.677 3.935 -0.200 -0.059 -0.301
H -1.055 -6.085 3.466 0.150 0.548 0.017
H -2.492 -5.683 2.454 0.258 -0.225 -0.136
H -3.551 -4.301 4.106 -0.006 -0.256 -0.565
H -2.845 -3.937 6.342 -0.023 0.195 -0.239
H -1.460 -5.011 6.165 0.138 0.124 -0.212
H -4.961 -5.396 7.026 -0.305 -0.020 -0.131
H -5.131 -6.800 5.977 0.687 -0.380 0.110
H -4.951 -5.236 5.276 0.379 0.072 -0.082
H -1.645 -3.129 3.073 -0.415 -0.129 -0.054
H -0.747 -3.590 4.313 0.045 -0.129 0.105
C -3.076 -4.784 -1.402 -0.132 -0.340 -0.568
C -1.637 -4.493 -1.773 1.277 0.357 0.207
C -1.504 -3.322 -2.742 -1.012 -1.157 -1.109
O -0.186 -3.197 -3.269 -0.260 0.363 1.322
C -0.122 -2.151 -4.208 0.911 -0.427 -0.266
N -0.863 -4.216 -0.554 0.036 1.007 -0.133
H -3.613 -5.227 -2.245 -0.022 -0.065 0.048
H -3.630 -3.889 -1.113 0.230 0.141 0.070
H -3.112 -5.480 -0.564 0.003 -0.041 -0.016
H -1.085 -5.279 -2.308 -0.711 -0.556 -0.019
H -2.029 -2.445 -2.343 0.818 0.526 0.173
H -2.082 -3.606 -3.634 -0.526 0.026 0.124
H -0.773 -2.366 -5.063 -0.406 0.444 0.205
H 0.887 -2.161 -4.628 0.045 0.073 0.178
H -0.262 -1.181 -3.727 -0.360 0.065 -0.289
H -0.530 -5.072 -0.134 -0.248 -0.257 -0.071
H 0.005 -3.826 -0.918 0.062 0.100 0.297
C -3.048 2.255 2.181 0.536 1.296 -0.086
C -3.407 3.160 0.978 0.710 -1.948 -0.633
C -3.217 4.617 1.258 -1.720 0.858 0.532
O -4.208 5.059 2.216 0.932 0.071 0.575
C -5.528 5.042 1.764 -0.409 0.482 -0.544
N -2.647 2.801 -0.228 0.296 -0.428 -0.084
H -3.261 1.205 1.990 -0.285 0.023 0.042
H -3.578 2.665 3.043 -0.068 -0.470 0.208
H -1.975 2.339 2.378 0.050 0.004 0.073
H -4.433 2.842 0.772 -0.273 0.829 -0.188
H -3.373 5.297 0.414 0.229 -0.551 -0.550
H -2.216 4.813 1.642 -0.121 -0.049 0.335
H -5.652 5.499 0.771 0.329 -0.180 -0.181
H -6.127 5.694 2.400 0.111 -0.272 0.375
H -5.969 4.043 1.719 -0.016 -0.046 0.143
H -1.694 3.168 -0.188 -0.435 0.517 0.341
H -2.425 1.806 -0.193 -0.605 0.010 -0.274
C -0.747 0.307 4.847 -0.163 0.027 0.162
C -1.748 -0.131 5.928 -0.499 -0.924 -1.163
C -3.159 -0.218 5.310 1.213 0.682 1.114
O -4.029 -0.397 6.421 -0.360 0.131 -0.496
C -5.395 -0.451 6.037 0.615 -0.145 0.097
N -1.357 -1.458 6.397 0.713 0.418 0.261
H -0.615 -0.431 4.049 -0.141 -0.389 0.292
H 0.228 0.449 5.309 0.058 0.243 -0.161
H -1.096 1.184 4.299 0.168 0.356 0.341
H -1.828 0.580 6.751 0.362 0.026 0.036
H -3.132 -1.070 4.628 -0.530 0.002 -0.206
H -3.303 0.741 4.802 -0.692 -0.080 -0.208
H -5.755 0.525 5.694 0.040 0.020 -0.164
H -5.970 -0.727 6.920 -0.017 -0.148 -0.065
H -5.480 -1.198 5.244 -0.455 0.019 -0.036
H -1.474 -2.097 5.608 -0.140 0.006 0.436
H -1.928 -1.749 7.179 -0.160 -0.073 -0.104
C 5.040 -0.758 -1.346 -0.972 0.451 -0.359
C 6.049 -1.623 -2.069 -0.676 0.304 0.076
C 7.302 -0.822 -2.474 -0.105 -0.806 -0.101
O 6.991 0.389 -3.105 -0.551 0.658 0.324
C 8.140 1.188 -3.433 -0.720 -1.590 0.534
N 6.301 -2.829 -1.271 1.730 0.528 -0.156
H 5.362 -0.207 -0.459 0.529 -0.182 -0.052
H 4.171 -1.346 -1.034 0.104 -0.185 -0.037
H 4.660 -0.013 -2.047 0.113 0.029 0.105
H 5.563 -2.021 -2.966 0.008 0.352 -0.167
H 7.856 -1.445 -3.189 0.343 -0.092 0.135
H 7.902 -0.707 -1.561 0.188 0.325 -0.006
H 7.791 2.021 -4.031 0.129 -0.020 -0.133
H 8.781 0.477 -3.962 0.549 0.666 -0.314
H 8.617 1.529 -2.511 0.154 0.138 -0.067
H 7.057 -3.310 -1.766 -0.395 -0.479 0.053
H 6.800 -2.539 -0.425 -0.383 -0.013 0.161
C -8.258 -1.629 3.342 0.466 -0.095 0.558
C -7.920 -0.632 2.270 0.974 0.315 -0.257
C -6.417 -0.322 2.289 -0.393 0.396 1.294
O -5.587 -1.471 2.294 -0.359 0.308 -0.833
C -4.761 -1.587 1.144 1.002 0.353 1.047
N -8.457 -1.014 0.968 -0.751 -0.354 -0.231
H -9.337 -1.785 3.347 0.069 -0.345 0.112
H -7.956 -1.207 4.306 -0.204 -0.067 0.094
H -7.665 -2.536 3.217 -0.400 -0.212 -0.103
H -8.349 0.307 2.646 -0.310 0.161 -0.696
H -6.282 0.166 3.262 0.138 -0.174 0.178
H -6.125 0.497 1.625 0.083 -0.538 -0.733
H -4.006 -0.789 1.167 -0.179 0.291 -0.247
H -5.273 -1.541 0.184 -0.095 -0.334 0.014
H -4.149 -2.469 1.341 -0.374 -0.370 -0.587
H -7.858 -1.525 0.329 0.723 0.373 0.371
H -9.184 -1.706 1.128 -0.262 0.317 -0.024